[1]
This record from the Open Molecules 2025 dataset describes a 2-piece molecular cluster, C10H16OS overall at a distorted geometry. The level of theory is ωB97M-V/def2-TZVPD.

XYZ file:
```
28
Properties=species:S:1:pos:R:3:forces:R:3
C 3.1135 0.4074 0.0048 -0.223 -0.074 0.185
C 1.6774 -0.0783 0.1931 -0.186 0.486 -0.084
C 0.6195 0.8588 -0.3801 0.224 -1.093 -0.644
C 0.7568 2.2329 -0.4199 -0.770 0.122 1.443
C -0.3019 3.0498 -0.8277 0.788 -0.377 0.097
C -1.4270 2.4555 -1.3415 -1.019 0.422 -0.140
O -2.5222 3.2583 -1.6445 0.378 0.033 -0.203
C -1.5319 1.0794 -1.4473 0.204 -0.641 0.455
C -0.5246 0.2710 -0.9426 0.510 1.128 -0.715
H 3.2396 1.3989 0.4455 0.105 -0.068 -0.153
H 3.3245 0.4479 -1.0625 0.187 0.166 -0.009
H 3.8422 -0.2509 0.4844 -0.137 -0.030 -0.071
H 1.5371 -1.0425 -0.2937 0.122 -0.113 0.035
H 1.4446 -0.2216 1.2495 0.129 -0.083 0.152
H 1.5470 2.6648 0.1819 0.284 0.228 -0.500
H -0.2282 4.1167 -0.6945 -0.168 0.147 -0.161
H -2.8285 3.0439 -2.5318 -0.097 -0.046 0.081
H -2.4228 0.5980 -1.8241 -0.165 0.224 -0.218
H -0.5586 -0.7842 -1.1427 -0.117 -0.379 0.380
C 0.1393 -3.5320 1.2560 0.508 -0.101 0.212
S -1.4385 -3.2745 2.0768 -0.254 -0.320 0.157
C -2.1017 -1.7635 1.4018 -0.117 1.174 0.113
H 0.4353 -2.6761 0.6629 -0.063 0.157 -0.070
H 0.9092 -3.6962 2.0158 -0.119 0.163 -0.025
H 0.1412 -4.4197 0.6360 -0.229 -0.086 -0.264
H -1.4405 -0.8983 1.5127 0.282 -0.276 -0.020
H -2.9346 -1.5063 2.0600 -0.144 -0.239 -0.105
H -2.4663 -1.7393 0.3718 0.085 -0.526 0.070
```
Positions in Å, forces in eV/Å.

For the total energy, the calculation gives -864.0404 a.u. Its HOMO energy is -8.4 eV. For the relative energy (zero: lowest compared OMol25 entry of this formula, charge and spin), the calculation gives 0.6157 eV. The calculation puts the gap between HOMO and LUMO at 9.264 eV. As for the multiplicity: 1. Its total charge is 0. The structure (SMILES) is CCc1ccc(O)cc1.CSC. The value obtained for the LUMO energy is 0.81 eV.

[2]
This record from the Open Molecules 2025 dataset describes a 9-piece molecular cluster, C11H7Cl32N4 overall. The level of theory is ωB97M-V/def2-TZVPD.

XYZ file:
```
54
Properties=species:S:1:pos:R:3:forces:R:3
C -3.3587 -3.5236 3.1867 0.206 -0.080 0.040
C -2.1674 -2.6821 3.4237 0.108 0.053 0.053
N -2.0309 -1.4024 3.1068 0.110 -0.022 0.027
C -0.8014 -1.0542 3.5161 0.145 -0.070 0.059
N -0.2719 0.1563 3.3876 -0.203 -0.349 -0.084
N -0.1739 -2.1093 4.0792 -0.065 0.242 -0.062
N -1.0624 -3.1459 4.0177 -0.109 -0.086 -0.003
H -3.1031 -4.5779 3.2593 -0.057 -0.042 -0.009
H -3.7446 -3.3152 2.1952 -0.133 0.034 -0.064
H -4.1217 -3.2987 3.9297 -0.080 0.064 -0.018
H 0.6472 0.3914 3.7182 0.012 0.062 -0.039
H -0.8040 0.8398 2.8728 0.016 -0.092 0.032
H 0.7403 -2.1951 4.4933 -0.025 -0.047 -0.004
H -0.8443 -4.0688 4.3588 0.025 0.020 0.005
C 0.1549 4.8596 3.5802 0.022 -0.035 -0.077
Cl -0.1904 5.2730 5.2521 0.002 0.002 0.002
Cl -0.8364 5.8153 2.4938 -0.002 0.005 -0.014
Cl 1.8588 5.0861 3.2260 -0.078 0.033 0.111
Cl -0.2373 3.1181 3.3331 -0.001 0.337 0.119
C 3.0595 3.3311 -0.6619 -0.033 -0.005 -0.029
Cl 2.1199 3.3183 -2.1541 0.116 -0.039 0.083
Cl 2.0461 2.7183 0.6640 -0.002 -0.029 -0.031
Cl 4.4738 2.2951 -0.8393 -0.010 -0.033 -0.118
Cl 3.5718 4.9744 -0.2893 -0.027 -0.022 -0.040
C -5.3969 -7.0767 2.5107 -0.012 0.024 -0.023
Cl -6.8098 -6.0231 2.5557 0.004 0.009 0.002
Cl -5.8796 -8.7243 2.1738 0.011 -0.040 0.142
Cl -4.2905 -6.5113 1.2406 0.015 -0.020 -0.007
Cl -4.5626 -7.0018 4.0778 0.010 -0.017 0.008
C 0.8313 2.8578 -6.6327 0.050 0.048 0.026
Cl 0.6600 3.4798 -4.9803 -0.086 0.023 -0.131
Cl -0.2082 3.7940 -7.7078 0.090 0.111 0.018
Cl 2.5104 3.0165 -7.1484 -0.015 -0.006 0.023
Cl 0.3517 1.1643 -6.6737 0.013 -0.068 0.023
C 6.2273 4.1791 2.7930 -0.021 -0.030 -0.023
Cl 5.0047 5.4575 2.8687 0.154 0.095 0.093
Cl 5.4259 2.6281 2.4879 -0.010 0.021 0.104
Cl 7.3496 4.5227 1.4825 -0.014 0.025 0.045
Cl 7.0912 4.1052 4.3273 0.007 -0.003 -0.010
C 10.3114 6.8640 -0.4921 -0.037 -0.006 0.041
Cl 9.0392 8.0843 -0.3907 -0.002 0.003 0.001
Cl 9.5769 5.2870 -0.8329 0.050 -0.020 -0.089
Cl 11.4323 7.2771 -1.7856 0.003 0.002 -0.003
Cl 11.1741 6.7815 1.0447 0.002 0.001 0.003
C -3.9460 0.9589 -9.2613 0.007 -0.006 -0.002
Cl -3.7943 -0.7137 -8.7061 0.000 -0.001 0.000
Cl -2.5122 1.8683 -8.7726 -0.137 -0.075 -0.050
Cl -4.0938 0.9842 -11.0181 -0.001 0.000 -0.009
Cl -5.3810 1.6898 -8.5359 -0.003 -0.001 0.001
C -7.0087 -9.9515 -1.7602 -0.004 -0.017 0.022
Cl -8.5318 -9.6838 -2.6030 -0.002 0.001 -0.002
Cl -5.8510 -10.7203 -2.8446 0.000 0.000 -0.002
Cl -6.3575 -8.4007 -1.2087 -0.008 0.042 -0.137
Cl -7.2861 -10.9962 -0.3581 0.001 0.002 -0.004
```
Positions in Å, forces in eV/Å.

For the total energy, the calculation gives -15368.1925 a.u. Its HOMO energy is -12.3 eV. The calculation puts the gap between HOMO and LUMO at 9.420 eV. As for the multiplicity: 1. Its total charge is +1. The value obtained for the LUMO energy is -2.91 eV.

[3]
This record from the Open Molecules 2025 dataset describes the molecule C5H12N2O3 at a distorted geometry. The level of theory is ωB97M-V/def2-TZVPD.

XYZ file:
```
22
Properties=species:S:1:pos:R:3:forces:R:3
H -1.8912 0.6352 2.1790 -0.244 -0.051 -0.041
N -1.4722 -0.2926 2.1861 0.463 2.039 0.260
C -0.2259 -0.2456 1.8417 -2.839 -1.006 -1.494
O 0.2476 -1.4820 1.8588 -1.983 -2.347 0.378
C 0.4774 0.7775 0.9681 0.805 0.103 1.080
N 0.2076 2.1457 1.3436 -0.083 0.341 0.087
C 0.1358 0.6123 -0.5316 0.119 -0.275 -0.088
O -1.1820 1.0403 -0.8029 -0.136 0.221 -0.039
C 0.3788 -0.7953 -1.1128 -0.268 -0.002 0.124
C 0.3219 -0.7781 -2.6292 -0.047 0.046 -0.191
O 1.6357 -1.3102 -0.7235 0.108 -0.006 0.055
H -0.8062 -1.9148 2.0698 3.992 1.064 -0.324
H 1.5503 0.5663 1.0827 -0.128 0.219 -0.171
H -0.7218 2.4419 1.0588 0.160 -0.136 -0.044
H 0.3159 2.3107 2.3384 0.027 -0.056 -0.169
H 0.7875 1.3259 -1.0578 -0.129 -0.146 0.223
H -1.8124 0.3862 -0.4818 0.033 -0.156 0.095
H -0.4251 -1.4554 -0.7363 0.092 0.123 -0.033
H 0.4133 -1.7982 -3.0240 0.026 0.267 0.126
H -0.6289 -0.3537 -2.9746 0.233 -0.068 0.086
H 1.1444 -0.1681 -3.0301 -0.192 -0.182 0.111
H 1.5495 -1.6482 0.1776 -0.009 0.007 -0.030
```
Positions in Å, forces in eV/Å.

For the total energy, the calculation gives -532.9133 a.u. Its HOMO energy is -9.9 eV. For the relative energy (zero: lowest compared OMol25 entry of this formula, charge and spin), the calculation gives 2.1960 eV. The calculation puts the gap between HOMO and LUMO at 10.461 eV. As for the multiplicity: 1. Its total charge is 0. The structure (SMILES) is [H]/N=C(/O)[C@H](N)[C@H](O)[C@@H](C)O. The value obtained for the LUMO energy is 0.55 eV.

Repeat the third record exactly.
This record from the Open Molecules 2025 dataset describes the molecule C5H12N2O3 at a distorted geometry. The level of theory is ωB97M-V/def2-TZVPD.

XYZ file:
```
22
Properties=species:S:1:pos:R:3:forces:R:3
H -1.8912 0.6352 2.1790 -0.244 -0.051 -0.041
N -1.4722 -0.2926 2.1861 0.463 2.039 0.260
C -0.2259 -0.2456 1.8417 -2.839 -1.006 -1.494
O 0.2476 -1.4820 1.8588 -1.983 -2.347 0.378
C 0.4774 0.7775 0.9681 0.805 0.103 1.080
N 0.2076 2.1457 1.3436 -0.083 0.341 0.087
C 0.1358 0.6123 -0.5316 0.119 -0.275 -0.088
O -1.1820 1.0403 -0.8029 -0.136 0.221 -0.039
C 0.3788 -0.7953 -1.1128 -0.268 -0.002 0.124
C 0.3219 -0.7781 -2.6292 -0.047 0.046 -0.191
O 1.6357 -1.3102 -0.7235 0.108 -0.006 0.055
H -0.8062 -1.9148 2.0698 3.992 1.064 -0.324
H 1.5503 0.5663 1.0827 -0.128 0.219 -0.171
H -0.7218 2.4419 1.0588 0.160 -0.136 -0.044
H 0.3159 2.3107 2.3384 0.027 -0.056 -0.169
H 0.7875 1.3259 -1.0578 -0.129 -0.146 0.223
H -1.8124 0.3862 -0.4818 0.033 -0.156 0.095
H -0.4251 -1.4554 -0.7363 0.092 0.123 -0.033
H 0.4133 -1.7982 -3.0240 0.026 0.267 0.126
H -0.6289 -0.3537 -2.9746 0.233 -0.068 0.086
H 1.1444 -0.1681 -3.0301 -0.192 -0.182 0.111
H 1.5495 -1.6482 0.1776 -0.009 0.007 -0.030
```
Positions in Å, forces in eV/Å.

For the total energy, the calculation gives -532.9133 a.u. Its HOMO energy is -9.9 eV. For the relative energy (zero: lowest compared OMol25 entry of this formula, charge and spin), the calculation gives 2.1960 eV. The calculation puts the gap between HOMO and LUMO at 10.461 eV. As for the multiplicity: 1. Its total charge is 0. The structure (SMILES) is [H]/N=C(/O)[C@H](N)[C@H](O)[C@@H](C)O. The value obtained for the LUMO energy is 0.55 eV.

Among the records above, which one has the lowest gap between HOMO and LUMO?
C10H16OS

gap between HOMO and LUMO of number 2 (C11H7Cl32N4)?
9.420 eV

Among the records above, which one has the lowest LUMO?
C11H7Cl32N4